Run w
The following is a DFT calculation (the ωB97M-V functional and the def2-TZVPD basis) of a 2-piece molecular cluster, C14H16O overall.

Last column: natural (NBO) charge in e.
Atoms and positions in Å:
O (1.92, 1.29, -0.28)  -0.696
H (0.07, -0.91, 3.90)  0.220
H (2.25, -2.11, -1.57)  0.215
H (2.02, -4.04, 1.40)  0.214
H (-1.09, 2.24, -3.31)  0.215
C (1.51, -3.09, 1.55)  -0.239
H (-0.17, 0.38, 1.93)  0.182
H (0.67, -3.10, -1.21)  0.221
C (-1.88, 1.96, -1.28)  -0.047
C (1.35, -2.28, 0.49)  -0.011
H (-3.79, 2.84, -0.93)  0.222
C (0.41, 1.97, -1.87)  -0.281
C (-0.89, 2.02, -2.27)  -0.197
H (2.51, 1.92, -0.72)  0.475
H (2.34, -3.68, -0.84)  0.209
H (0.42, -0.62, -0.42)  0.221
H (-3.85, 0.97, -1.14)  0.224
C (-1.53, 2.03, 0.12)  -0.192
C (0.65, 1.78, -0.54)  0.285
H (1.17, 2.02, -2.71)  0.223
H (-3.69, 1.96, -2.60)  0.210
H (0.00, 1.91, 1.58)  0.230
C (1.68, -2.83, -0.86)  -0.631
C (0.99, -2.54, 2.84)  -0.172
C (0.76, -1.03, 0.49)  -0.243
C (-3.38, 1.92, -1.48)  -0.631
C (0.41, -1.26, 2.90)  -0.279
C (0.37, -0.60, 1.72)  -0.108
H (1.23, -3.16, 3.67)  0.200
C (-0.22, 2.00, 0.54)  -0.250
H (-2.26, 2.03, 0.92)  0.210

Summary:
SMILES string: Cc1ccc(O)cc1.Cc1ccccc1
Frontier orbital gap in eV: 9.2126

***

Run x
The following is a DFT calculation (the ωB97M-V functional and the def2-TZVPD basis) of a 2-piece molecular cluster, C14H16O overall.

Last column: natural (NBO) charge in e.
Atoms and positions in Å:
C (-2.16, -1.89, -0.85)  -0.632
C (-0.01, -0.71, 3.90)  -0.624
H (-2.86, -2.52, -1.39)  0.226
C (-0.03, 0.45, 2.92)  -0.043
C (1.29, -1.48, -3.43)  -0.224
O (0.60, 3.46, 0.13)  -0.713
H (0.38, 3.80, 2.66)  0.226
C (0.35, 2.44, 1.04)  0.274
C (0.38, 2.76, 2.39)  -0.258
C (0.42, -0.41, -3.29)  -0.204
H (-0.78, -0.59, 4.65)  0.215
C (0.12, 1.15, 0.57)  -0.229
H (-0.12, -3.70, -1.36)  0.211
H (1.38, 3.29, -0.40)  0.483
H (-0.36, -0.82, 1.27)  0.200
H (0.08, 0.90, -0.48)  0.221
H (-1.32, 0.31, -2.26)  0.209
C (0.98, -2.68, -2.81)  -0.198
C (-0.93, -1.69, -1.73)  0.001
C (-0.09, -2.78, -1.93)  -0.222
H (2.21, -1.28, -3.98)  0.215
C (-0.70, -0.55, -2.48)  -0.236
H (0.95, -0.71, 4.40)  0.218
C (0.22, 1.75, 3.33)  -0.194
H (0.26, 1.96, 4.39)  0.209
H (-1.82, -2.42, 0.04)  0.212
C (-0.09, 0.19, 1.55)  -0.200
H (-0.15, -1.68, 3.42)  0.214
H (1.60, -3.52, -3.01)  0.209
H (-2.54, -0.92, -0.54)  0.220
H (0.52, 0.55, -3.76)  0.214

Summary:
SMILES string: Cc1ccc(O)cc1.Cc1ccccc1
Frontier orbital gap in eV: 9.3873

***

Run y
The following is a DFT calculation (the ωB97M-V functional and the def2-TZVPD basis) of a 2-piece molecular cluster, C14H16O overall.

Last column: natural (NBO) charge in e.
Atoms and positions in Å:
C (0.14, -3.66, -0.98)  -0.267
C (1.00, -1.90, 0.44)  -0.067
C (-0.24, -1.34, 0.48)  -0.182
H (1.74, 2.75, 1.04)  0.215
H (1.85, -2.20, 2.38)  0.217
C (-0.91, 3.61, 1.91)  -0.640
H (2.97, -2.15, 1.21)  0.207
H (0.30, -4.62, -1.38)  0.227
H (0.37, 0.57, -2.39)  0.223
O (-1.92, -3.43, -2.01)  -0.696
H (2.18, -3.62, -0.37)  0.213
C (1.18, 1.69, -0.72)  -0.190
H (2.37, -0.77, 2.00)  0.228
H (-0.24, 3.30, 2.74)  0.223
H (-1.95, 3.42, 1.86)  0.224
C (0.93, 2.54, 0.36)  -0.241
C (2.02, -1.66, 1.49)  -0.646
C (-1.02, 1.97, -1.54)  -0.188
C (-1.05, -2.96, -1.01)  0.298
C (0.25, 1.41, -1.70)  -0.241
H (-0.69, 4.63, 1.68)  0.221
C (-1.36, 2.71, -0.40)  -0.257
C (1.23, -3.08, -0.35)  -0.163
H (-1.78, 1.87, -2.28)  0.202
C (-0.43, 2.90, 0.62)  0.025
H (-2.33, 3.10, -0.51)  0.211
C (-1.35, -1.87, -0.22)  -0.292
H (-2.62, -2.81, -2.24)  0.480
H (2.20, 1.31, -0.94)  0.214
H (-2.25, -1.25, -0.21)  0.223
H (-0.60, -0.46, 1.02)  0.220

Summary:
SMILES string: Cc1ccc(O)cc1.Cc1ccccc1
Frontier orbital gap in eV: 9.0345

***

Most stable of them? run x.

***

Run w
The following is a DFT calculation (the ωB97M-V functional and the def2-TZVPD basis) of a 2-piece molecular cluster, C6H7F5S overall.

Last column: natural (NBO) charge in e.
Atoms and positions in Å:
H (-0.39, 2.26, -1.70)  0.204
C (-0.07, -0.15, 1.81)  0.227
C (-0.20, 1.61, -0.86)  -0.372
H (1.78, -1.22, 1.98)  0.236
F (1.40, 1.74, 1.58)  -0.330
F (-2.74, 1.32, 2.01)  -0.159
S (-2.29, -1.25, 0.85)  0.281
F (-0.29, 2.03, 2.87)  -0.296
C (0.57, 1.12, 2.44)  0.957
F (-0.58, -0.83, 2.90)  -0.340
C (-1.22, 0.98, -0.27)  -0.262
H (-2.22, 1.12, -0.68)  0.209
H (0.83, 1.51, -0.56)  0.200
C (-1.19, 0.07, 0.83)  -0.194
C (1.03, -1.03, 1.22)  -0.634
F (1.34, 0.75, 3.47)  -0.318
H (-3.14, -0.74, -0.04)  0.133
H (1.50, -0.56, 0.36)  0.230
H (0.59, -1.98, 0.92)  0.227

Summary:
Multiplicity: 3
Frontier orbital gap (alpha / beta) in eV: 8.0345 / 6.2247
<S²>: 2.03

***

Run x
The following is a DFT calculation (the ωB97M-V functional and the def2-TZVPD basis) of a 2-piece molecular cluster, C6H7F5S overall.

Last column: Löwdin spin population.
Atoms and positions in Å:
F (-2.94, 0.66, 0.94)  0.000
C (-0.80, -0.35, 0.72)  0.022
C (-1.86, 0.62, 0.18)  0.002
H (2.16, 1.17, -2.49)  0.015
H (0.08, -0.61, 2.50)  0.005
C (-0.22, 0.21, 2.04)  0.026
S (1.38, -1.84, 0.39)  0.471
F (-2.18, 0.46, -1.06)  0.003
C (0.39, -0.63, -0.21)  0.409
H (0.70, 0.80, 1.83)  0.003
H (2.45, -1.69, -0.31)  0.031
C (1.80, 0.26, -2.05)  0.205
C (0.92, 0.43, -1.10)  0.069
H (2.08, -0.60, -2.67)  0.014
F (-1.42, -1.53, 0.92)  0.005
F (-1.35, 1.90, 0.21)  0.001
F (-0.62, -1.51, -1.48)  0.709
H (-1.07, 0.71, 2.60)  0.002
H (0.49, 1.54, -0.96)  0.008

Summary:
Multiplicity: 3
Frontier orbital gap (alpha / beta) in eV: 6.9879 / 5.3724
<S²>: 2.02

***

Most stable of them? run w.

***

Run w
The following is a DFT calculation (the ωB97M-V functional and the def2-TZVPD basis) of a 2-piece molecular cluster, C2H6NO2S overall.

Last column: natural (NBO) charge in e.
Atoms and positions in Å:
H (-1.94, -1.69, 0.27)  0.126
O (0.88, 2.92, 0.17)  -1.015
N (1.80, 0.55, 0.80)  -1.113
H (1.35, -0.18, 1.35)  0.364
O (-0.68, 1.14, 0.91)  -1.044
S (0.57, 1.51, 0.01)  1.611
H (-0.91, -0.19, 0.06)  0.399
C (-1.49, -0.93, -0.61)  -0.730
C (-0.30, -0.99, -1.21)  -0.264
H (-2.22, -0.51, -1.25)  0.206
H (2.55, 0.17, 0.36)  0.355
H (0.39, -1.80, -0.87)  0.104

Summary:
Frontier orbital gap in eV: 7.3843
Charge: -1

***

Run x
The following is a DFT calculation (the ωB97M-V functional and the def2-TZVPD basis) of an isolated ion of composition C2H6NO2S and charge -1.

Last column: natural (NBO) charge in e.
Atoms and positions in Å:
H (-0.23, -2.14, 1.18)  0.197
S (-1.14, -0.13, 0.05)  2.177
C (-0.42, -1.72, 0.14)  -1.216
H (1.82, 0.14, 0.22)  0.185
H (0.47, 0.36, -1.42)  0.348
H (-1.20, -2.32, -0.32)  0.197
H (1.03, 1.56, 1.06)  0.198
N (0.06, 0.94, -0.77)  -0.806
O (-1.50, 0.46, 1.37)  -1.002
H (1.92, 1.74, -0.57)  0.178
C (1.33, 1.09, 0.03)  -0.452
O (-2.15, 0.02, -0.98)  -1.005

Summary:
SMILES string: C=[S@](=O)([O-])NC
Frontier orbital gap in eV: 7.4194
Charge: -1

***

Run y
The following is a DFT calculation (the ωB97M-V functional and the def2-TZVPD basis) of a 2-piece molecular cluster, C2H6NO2S overall.

Last column: natural (NBO) charge in e.
Atoms and positions in Å:
H (0.14, 0.54, 0.06)  0.280
H (1.04, -2.05, -1.34)  0.165
H (-1.34, 2.70, 0.58)  0.202
O (1.47, -1.12, 1.78)  -1.014
C (-1.35, 1.95, -0.26)  -0.508
H (-1.99, 1.11, 0.10)  0.203
H (-1.68, 2.53, -1.22)  0.181
C (1.50, -2.11, -0.42)  -0.959
H (2.41, -1.48, -0.44)  0.189
O (-0.72, -2.12, 1.01)  -1.001
S (0.54, -1.38, 0.70)  1.718
N (-0.02, 1.43, -0.54)  -0.456

Summary:
Frontier orbital gap (alpha / beta) in eV: 7.4581 / 6.1706
Charge: -1

***

Most stable of them? run x.

***

Run w
The following is a DFT calculation (the ωB97M-V functional and the def2-TZVPD basis) of a 2-piece molecular cluster, C6H9NO overall.

Last column: natural (NBO) charge in e.
Atoms and positions in Å:
C (3.83, 0.70, -0.39)  -0.250
N (-1.03, -1.07, 0.89)  -0.385
C (-1.70, 1.25, 0.53)  -0.277
C (-1.16, 0.22, 1.22)  0.017
O (4.03, -0.60, 0.02)  -0.699
H (4.96, -0.68, 0.13)  0.457
H (2.77, 0.70, -0.73)  0.178
H (-0.70, 0.40, 2.15)  0.189
H (-1.53, -2.33, -0.67)  0.190
H (3.97, 1.41, 0.41)  0.156
C (-2.30, -0.39, -1.01)  -0.276
H (-1.76, 2.32, 0.74)  0.229
H (-2.58, -0.80, -2.05)  0.217
H (-2.87, 1.70, -1.33)  0.225
C (-1.62, -1.31, -0.28)  0.025
H (4.36, 1.06, -1.23)  0.158
C (-2.33, 0.96, -0.69)  -0.156

Summary:
SMILES string: c1ccncc1.CO
Frontier orbital gap in eV: 10.6871

***

Run x
The following is a DFT calculation (the ωB97M-V functional and the def2-TZVPD basis) of an isolated molecule of C6H9NO.

Last column: natural (NBO) charge in e.
Atoms and positions in Å:
N (-1.48, -0.45, -0.45)  -0.511
H (2.63, -1.31, 1.39)  0.202
C (-0.10, -0.78, -0.69)  -0.240
H (-0.97, 2.99, -0.99)  0.229
C (2.07, -1.38, 0.46)  -0.631
H (-3.83, 2.03, -0.17)  0.225
C (-1.60, 2.17, -0.74)  -0.179
H (2.64, -0.89, -0.33)  0.210
C (0.71, -0.71, 0.61)  0.092
H (0.13, -1.22, 1.40)  0.163
O (0.84, 0.66, 0.94)  -0.730
H (0.38, -0.12, -1.43)  0.177
H (1.95, -2.43, 0.21)  0.213
H (1.34, 0.73, 1.76)  0.468
C (-2.82, 1.77, -0.39)  -0.166
C (-1.83, 0.75, -0.50)  0.283
H (-0.08, -1.81, -1.07)  0.196

Summary:
SMILES string: C[C@@H](O)CN=c1cc1
Frontier orbital gap in eV: 9.7091

***

Most stable of them? run w.